Here is a 2-piece molecular cluster, C5H14 overall from OMol25. Energies are from ωB97M-V with the def2-TZVPD basis set.

```
19
Properties=species:S:1:pos:R:3:forces:R:3:mulliken_charge:R:1
C 1.0146 -0.1897 2.1920 -1.50 0.20 -1.57 -1.0366
C -0.2759 0.6471 2.1174 -0.02 -0.15 -0.88 -0.2220
C -0.4499 1.5809 0.9098 -0.84 -0.28 -0.48 -0.8797
H 0.9853 -0.8646 1.3233 -0.02 -0.33 0.44 0.2093
H 0.9432 -0.7365 3.1246 0.88 -0.13 0.06 0.3291
H 1.8820 0.4116 1.9563 0.45 0.22 0.89 0.3184
H -1.1226 -0.0382 2.0025 0.03 -0.05 0.69 0.2478
H -0.3933 1.2349 3.0278 -0.06 -0.08 0.04 0.3223
H -1.2687 2.2579 1.1809 0.84 0.84 0.02 0.3364
H 0.4645 1.9829 0.4695 -0.06 0.68 0.63 0.3351
H -0.9398 1.1530 0.0276 0.28 -0.86 0.25 0.0562
C -0.0138 -1.7128 -2.5968 -0.33 -1.09 -0.94 -0.9812
C -0.2976 -0.2543 -2.3446 -0.96 0.16 1.27 -0.6515
H 0.9920 -1.9126 -2.9409 0.58 0.23 0.33 0.2917
H -0.2072 -2.3190 -1.7103 0.20 0.17 0.14 0.2723
H -0.5775 -2.2316 -3.3879 -0.42 0.63 0.12 0.3271
H -1.3089 -0.0855 -1.9440 -0.03 -0.42 -0.22 0.2493
H -0.2461 0.4646 -3.1502 0.62 -0.14 -0.40 0.3376
H 0.3037 0.0377 -1.4817 0.38 0.39 -0.39 0.1386
```
Forces are in eV/Å.

Results
**Lowest unoccupied orbital energy**: 1.084 eV
**SMILES string**: CCC.CC
**Orbital gap**: 0.443 Eh
**Energy relative to the best compared isomer or geometry (same formula, charge and spin)**: 69.7 kJ/mol
**HOMO level**: -10.98 eV


Here is a 20-piece molecular cluster, C39H115N3O20 overall from OMol25. Energies are from ωB97M-V with the def2-TZVPD basis set.

```
177
Properties=species:S:1:pos:R:3:forces:R:3:lowdin_spin:R:1
C -6.6198 -2.5322 3.2241 -0.29 0.86 0.03 0.0001
C -5.5945 -1.4142 3.0327 0.53 -0.11 -0.57 0.0031
O -4.2927 -1.9907 2.9475 0.32 0.17 0.61 0.0041
H -6.6045 -2.9148 4.2446 0.01 -0.10 -0.13 0.0001
H -6.4287 -3.3446 2.5229 0.24 -0.02 0.05 0.0001
H -7.6251 -2.1861 2.9839 -0.09 0.10 0.22 0.0000
H -5.4649 -0.6454 3.7945 -0.71 -0.19 0.48 0.0019
H -5.7169 -0.8365 2.1166 -0.55 -0.09 -0.17 0.0007
H -4.2904 -2.4897 2.1274 0.60 -0.40 -0.35 0.0001
C 0.5802 0.6542 -6.4083 0.78 0.63 0.43 0.0000
C 1.9424 1.2520 -5.9664 -0.51 -1.45 -0.33 0.0000
O 2.9192 0.7327 -6.9133 -0.60 0.88 0.72 0.0000
H 0.4074 1.0220 -7.4197 -0.16 -0.49 -0.11 0.0000
H -0.2888 0.8933 -5.7952 0.19 0.58 0.21 0.0000
H 0.6460 -0.4288 -6.3042 0.20 -0.05 -0.66 0.0000
H 2.2260 0.8529 -4.9926 -0.16 0.14 0.32 0.0000
H 1.9931 2.3394 -5.9126 -0.31 0.03 -0.24 0.0000
H 3.7023 1.2092 -6.6281 0.56 -0.26 -0.42 0.0000
C 3.6706 -1.9154 -4.2441 1.04 0.16 -0.96 0.0000
C 3.9782 -3.2048 -5.0776 -1.56 1.10 0.86 0.0000
O 4.7465 -4.1266 -4.3579 0.34 -0.07 0.00 0.0000
H 3.0516 -1.2123 -4.8014 -0.08 -0.13 -0.30 0.0000
H 4.6400 -1.4297 -4.1327 0.00 0.21 0.36 0.0000
H 3.2175 -1.9932 -3.2558 0.12 -0.71 -0.01 0.0000
H 4.4635 -2.9287 -6.0138 0.18 -0.11 0.19 0.0000
H 3.0143 -3.6564 -5.3122 -0.21 -0.18 -0.41 0.0000
H 4.2217 -4.2972 -3.5724 0.22 -0.28 0.32 0.0000
C -1.5639 -2.4509 -7.1747 0.21 -2.29 -0.23 0.0000
C -2.3145 -1.2949 -7.7537 1.14 0.23 -0.44 0.0000
O -3.5419 -1.1175 -7.1106 -0.51 0.39 0.97 0.0000
H -0.5646 -2.6140 -7.5784 0.10 0.59 -0.31 0.0000
H -2.0346 -3.4025 -7.4216 -0.43 -0.14 -0.11 0.0000
H -1.4169 -2.5344 -6.0979 -0.30 0.88 0.20 0.0000
H -2.5429 -1.3760 -8.8164 0.46 -0.52 -0.22 0.0000
H -1.5882 -0.4859 -7.6744 -0.53 0.80 0.22 0.0000
H -3.7507 -0.1805 -7.1058 -0.14 0.00 -0.01 0.0000
C -2.6910 -4.8492 3.4263 -0.94 -1.62 -0.09 0.0001
C -1.3546 -4.2450 3.0719 -1.55 1.14 -0.51 0.0000
O -1.3283 -4.1316 1.6298 1.36 -0.58 0.87 0.0001
H -3.6241 -4.4265 3.0539 0.41 1.13 -0.10 0.0000
H -2.9199 -5.0928 4.4638 0.55 0.07 0.22 0.0001
H -2.7552 -5.7778 2.8592 0.31 -0.53 0.29 0.0000
H -0.5316 -4.8289 3.4841 0.01 -0.26 -0.64 0.0000
H -1.2446 -3.2597 3.5248 0.11 0.35 -0.02 0.0001
H -2.1251 -3.7102 1.2995 -0.20 -0.05 0.30 0.0000
C -1.7815 4.8952 -0.9627 -0.25 0.83 0.73 0.0000
C -0.4095 5.1656 -1.5422 -0.33 0.45 -0.62 0.0000
O 0.4841 5.9034 -0.6613 -0.67 -1.08 -0.21 0.0000
H -1.6611 4.4026 0.0022 -0.16 -0.22 -0.03 0.0000
H -2.4974 4.3605 -1.5870 0.54 -0.41 -0.25 0.0000
H -2.3121 5.8288 -0.7753 0.11 0.28 0.20 0.0000
H -0.4742 5.7486 -2.4609 -0.17 -0.08 -0.18 0.0000
H 0.0170 4.2000 -1.8139 0.58 0.30 0.28 0.0000
H 0.1055 6.7652 -0.4727 -0.04 0.08 -0.08 0.0000
O 2.6763 3.0126 1.8036 0.13 -0.41 0.65 0.0000
H 1.9919 3.6163 2.0922 -0.16 0.08 0.05 0.0000
H 2.9626 3.3605 0.9590 -0.16 0.56 -0.85 0.0000
O 1.1807 -0.8989 4.5271 -0.82 -0.01 0.47 0.0003
H 2.0561 -0.5373 4.3889 0.88 -0.18 -0.07 0.0000
H 0.6229 -0.4174 3.9162 -0.09 0.03 -0.22 0.0001
O 4.2988 0.7979 1.4633 0.14 -0.03 0.11 0.0000
H 5.0787 1.1703 1.8749 0.41 0.11 -0.11 0.0000
H 3.6557 1.5066 1.4826 -0.56 0.62 0.18 0.0000
O 3.8987 -0.8092 -0.6405 0.06 -0.32 -0.69 0.0000
H 3.8952 -0.1104 0.0136 0.33 0.09 0.41 0.0000
H 3.0086 -0.8129 -0.9925 -0.27 -0.22 -0.21 0.0000
O -3.8536 -3.4196 0.2155 -0.27 0.17 0.54 0.0000
H -4.6712 -3.6085 -0.2451 -0.18 -0.19 -0.08 0.0000
H -3.2071 -3.3039 -0.4808 0.50 0.19 -0.44 0.0000
O -4.1901 -3.1095 -3.1577 0.16 0.01 0.32 0.0000
H -5.0817 -3.0871 -2.8103 -0.26 0.07 0.00 0.0000
H -4.2991 -3.3183 -4.0854 -0.13 0.04 -0.33 0.0000
O 0.7450 -5.4746 -3.7383 0.57 -0.19 0.23 0.0000
H 1.0834 -5.3841 -4.6291 0.24 0.01 -0.15 0.0000
H -0.1947 -5.3117 -3.8208 -0.67 0.20 -0.08 0.0000
O 1.4475 -4.5440 -1.1510 -0.04 0.70 0.08 0.0000
H 1.0381 -5.2024 -0.5896 0.14 -0.30 0.59 0.0000
H 1.2580 -4.8372 -2.0422 0.10 -0.36 -0.86 0.0000
O -1.8426 -4.5469 -3.9910 0.08 -0.23 -0.12 0.0000
H -2.4252 -4.4365 -4.7423 0.01 -0.11 -0.28 0.0000
H -2.1386 -3.8915 -3.3593 -0.10 0.25 0.38 0.0000
O 1.0989 -5.9485 1.4750 0.16 -0.41 -0.17 0.0000
H 0.1449 -5.8895 1.4240 -0.41 0.16 0.01 0.0000
H 1.3587 -5.1903 1.9985 0.16 0.29 0.02 0.0000
O 3.9060 -0.6881 3.6732 -0.42 -0.32 0.82 0.0000
H 3.7690 0.0784 3.1164 0.15 0.10 -0.72 0.0000
H 4.7800 -0.5630 4.0430 0.19 -0.09 0.18 0.0000
C 2.8802 3.9316 -3.5762 0.06 -0.37 1.07 0.0000
C 4.1513 4.1286 -2.6366 -1.38 0.50 -0.38 0.0000
C 5.0574 5.1376 -3.4180 1.46 -0.89 1.21 0.0000
C 6.2900 5.6430 -2.5754 -1.35 -1.18 -0.70 0.0000
C 5.7698 6.2065 -1.2529 0.77 0.36 -1.67 0.0000
C 4.8100 5.3244 -0.4943 -2.51 0.58 0.79 0.0000
N 3.7455 4.7974 -1.3983 -0.65 1.37 -0.78 0.0000
O 2.5508 4.2131 -0.7889 2.46 -0.60 0.03 0.0000
C 5.5513 4.2516 0.2489 1.06 -0.96 1.15 0.0000
C 4.1073 6.3650 0.4978 0.76 -1.11 -0.21 0.0000
C 4.8075 2.7670 -2.4009 0.74 -0.42 -0.48 0.0000
H 3.1519 3.6952 -4.6050 0.26 0.27 0.06 0.0000
H 2.1724 4.7598 -3.5425 0.52 0.58 -0.17 0.0000
H 2.2293 3.1204 -3.2500 0.33 -0.47 0.26 0.0000
H 5.4980 4.5268 -4.2060 -0.23 0.31 -0.53 0.0000
H 4.5260 6.0046 -3.8105 -0.34 -0.29 0.02 0.0000
H 6.8187 6.3424 -3.2230 0.07 0.36 0.44 0.0000
H 6.9558 4.7861 -2.4724 0.13 -0.03 0.36 0.0000
H 5.2577 7.1206 -1.5534 -0.10 0.21 0.35 0.0000
H 6.6106 6.4622 -0.6081 -0.11 0.10 0.20 0.0000
H 5.8173 4.5681 1.2574 0.04 0.23 0.09 0.0000
H 5.0783 3.2793 0.3875 -0.64 0.21 -0.19 0.0000
H 6.4947 3.9663 -0.2167 0.11 0.28 -0.22 0.0000
H 4.9054 6.8890 1.0238 0.06 0.03 0.05 0.0000
H 3.5298 7.1124 -0.0463 -0.09 -0.27 -0.10 0.0000
H 3.5064 5.8742 1.2633 -0.18 -0.06 -0.14 0.0000
H 5.7001 2.7212 -1.7771 0.09 0.69 -0.08 0.0000
H 5.1516 2.4106 -3.3718 -0.15 -0.38 -0.12 0.0000
H 4.1941 1.9959 -1.9348 -0.61 0.19 -0.27 0.0000
H 1.8832 4.8947 -0.8950 -0.03 0.64 0.16 0.0000
C -4.1047 -1.7280 8.4550 1.19 -0.62 -0.66 0.0421
C -4.6071 -0.9904 7.2016 -3.07 1.18 0.14 0.0470
C -5.0311 0.4956 7.5277 1.51 0.63 0.58 0.0042
C -3.8114 1.4597 7.7040 -0.75 -0.58 -0.81 0.0000
C -2.7895 1.3232 6.5364 -0.35 -0.97 1.99 0.0005
C -2.4614 -0.1879 6.1312 -0.08 2.93 -2.22 0.0498
N -3.6736 -1.0367 6.0569 1.26 -0.62 2.97 0.6120
O -3.4449 -2.2891 5.5594 -0.57 1.46 1.48 0.1350
C -2.0339 -0.0721 4.6167 0.24 -0.42 0.88 0.0173
C -1.3368 -0.8519 6.9017 0.98 -1.38 -0.61 0.0413
C -5.9153 -1.6485 6.7360 -0.40 -0.99 -0.56 0.0098
H -3.2716 -1.2219 8.9427 -0.43 0.28 0.23 0.0012
H -4.9202 -1.9917 9.1284 0.00 0.51 -0.09 0.0043
H -3.6735 -2.6773 8.1374 -0.07 -0.20 -0.07 0.0008
H -5.7741 0.9265 6.8567 0.25 -0.37 -0.56 0.0001
H -5.5495 0.4886 8.4865 -0.03 -0.41 0.06 -0.0004
H -4.1419 2.4980 7.7319 -0.22 -0.03 -0.06 0.0002
H -3.3930 1.2968 8.6973 0.45 -0.26 -0.19 0.0001
H -1.8964 1.7702 6.9730 0.44 -0.29 -0.49 -0.0003
H -3.0613 1.9643 5.6978 -0.23 -0.47 -0.17 0.0003
H -2.8695 0.3224 4.0386 0.06 -0.22 -0.14 0.0002
H -1.7139 -1.0639 4.2973 -0.11 0.15 -0.43 -0.0002
H -1.1869 0.6037 4.4986 -0.09 0.05 0.27 0.0017
H -1.0833 -1.7188 6.2915 0.03 -0.34 0.14 0.0013
H -1.4093 -1.2436 7.9163 -0.60 0.60 0.01 0.0002
H -0.4126 -0.2834 6.7981 -0.27 0.50 0.13 0.0053
H -6.4235 -1.0892 5.9505 0.39 0.06 -0.26 -0.0002
H -5.7192 -2.6627 6.3882 0.03 0.00 -0.18 -0.0003
H -6.7149 -1.7881 7.4635 0.53 0.38 0.67 0.0003
H -3.7157 -2.1478 4.6493 -0.06 -0.75 -2.44 0.0154
C 1.0857 -1.5208 1.1033 -1.93 -0.75 0.67 0.0000
C 0.1019 -0.7035 0.2351 0.48 1.17 -0.53 0.0000
C 0.7701 0.6973 0.0222 -1.40 0.48 -0.31 0.0000
C 0.1592 1.5306 -1.1327 0.70 -0.04 1.07 0.0000
C 0.1189 0.7517 -2.4148 -0.46 -0.01 0.27 0.0000
C -0.5138 -0.6564 -2.2638 -0.43 0.90 -0.85 0.0000
N -0.0075 -1.3511 -1.0987 1.54 1.61 1.05 0.0000
O -0.5154 -2.6217 -0.9748 -1.54 -0.43 -0.01 0.0000
C -2.0568 -0.5278 -2.3138 0.00 -1.13 -0.03 0.0000
C -0.0089 -1.4349 -3.4837 -0.12 -0.93 0.15 0.0000
C -1.3128 -0.5340 0.9425 1.15 -0.51 -0.52 0.0001
H 1.9174 -2.0106 0.5967 0.20 0.77 -0.03 0.0000
H 0.5250 -2.3525 1.5299 -0.22 -0.40 -0.20 0.0000
H 1.2908 -0.9799 2.0272 0.82 0.34 -0.40 0.0000
H 0.5941 1.2801 0.9263 0.23 -0.12 0.30 0.0000
H 1.8502 0.6654 -0.1209 -0.06 -0.38 -0.03 0.0000
H 0.7457 2.4461 -1.2101 0.42 -0.15 -0.28 0.0000
H -0.8168 1.9523 -0.8923 -0.45 -0.51 0.23 0.0000
H 1.0980 0.6509 -2.8832 0.16 0.11 0.15 0.0000
H -0.5191 1.3552 -3.0604 0.05 -0.32 -0.64 0.0000
H -2.4817 -1.4965 -2.0505 0.01 -0.18 0.06 0.0000
H -2.5340 0.1649 -1.6206 0.34 0.40 -0.25 0.0000
H -2.3846 -0.3858 -3.3436 -0.05 0.45 0.03 0.0000
H 1.0767 -1.5255 -3.4472 0.04 0.43 -0.07 0.0000
H -0.3171 -2.4798 -3.4473 -0.39 0.00 -0.07 0.0000
H -0.3310 -1.0271 -4.4419 0.00 0.17 0.18 0.0000
H -2.0125 0.0349 0.3302 0.03 -0.29 -0.10 0.0000
H -1.2988 -0.0203 1.9037 0.49 -0.01 0.15 0.0001
H -1.6301 -1.5623 1.1153 -0.50 0.14 -0.04 0.0000
H 0.2204 -3.1914 -1.2107 0.67 -0.83 0.24 0.0000
```
Forces are in eV/Å.

Results
**Lowest unoccupied orbital energy (alpha / beta)**: -1.997 / -6.223 eV
**Total charge**: +1
**Orbital gap (alpha / beta)**: 0.279 / 0.124 Eh
**2S+1**: 2
**HOMO level (alpha / beta)**: -9.60 / -9.60 eV


no.,E_tot (eV),strongest force on any atom (eV/Å)
1,-5411.327,2.18
2,-87716.009,3.68